# 1
C3H12N2OS | wB97M-V/def2-TZVPD

Properties
Frontier orbital gap ... 0.385 Ha

Geometry as ORCA input:
```
! wB97M-V def2-TZVPD RIJCOSX def2/J DEFGRID3
* xyz 2 1
H -0.3437 0.6218 -0.1028
H -0.1997 1.4455 -1.4392
H 1.3290 3.4141 -2.2278
C 0.5254 1.3689 -2.2398
H -1.0390 -0.6951 3.2827
H -1.8230 -0.0446 0.9869
N -0.5087 -1.2915 2.6274
H -0.8474 -2.4262 0.2754
H 0.2197 -0.5481 -2.2111
H 1.0715 -0.9545 1.1472
H 1.6741 2.0366 -3.7083
O 0.6509 0.1952 -2.7179
H 0.5798 0.4810 2.1702
H -0.0087 -1.9097 3.4038
C -0.7562 -0.1844 0.5028
N 1.2056 2.3326 -2.7629
C 0.2139 -0.4874 1.6506
S -0.8365 -1.5039 -0.5933
H -1.1070 -1.8504 1.9563
*
```

# 2
C4H6N2OS2 | wB97M-V/def2-TZVPD

Properties
Frontier orbital gap (alpha / beta) ... 0.305 / 0.305 Ha

Geometry as ORCA input:
```
! wB97M-V def2-TZVPD RIJCOSX def2/J DEFGRID3
* xyz 0 1
H 1.8205 -0.3179 -1.5394
C -0.1536 2.4115 1.8905
N -0.7269 1.6498 2.7429
S 0.0748 1.7428 0.3284
H 0.8898 -1.2975 0.3483
C 1.0118 -0.9320 -1.8127
H 0.2630 -0.2717 -2.2142
C -0.8694 0.4458 0.9626
C 0.5133 -1.6964 -0.6147
O -1.8949 -0.2442 -1.3701
H 0.1881 -2.7164 -0.6133
H 1.3461 -1.7327 -2.4575
S -1.5469 -0.7953 -0.0442
N -1.1714 0.4905 2.2275
H 0.2558 3.2635 2.1658
*
```

# 3
C26H21CuN9O2 | wB97M-V/def2-TZVPD

Properties
Frontier orbital gap ... 0.207 Ha

Geometry as ORCA input:
```
! wB97M-V def2-TZVPD RIJCOSX def2/J DEFGRID3
* xyz -1 1
H 4.5045 1.1689 1.4195
H -1.4703 -1.6673 -1.4921
C 4.2346 2.9189 -2.0340
H 0.6803 1.1118 4.6878
O -4.9620 -3.5974 -3.0559
C -0.0226 -4.3176 0.0454
H -3.3905 -4.7558 -3.8589
H 4.8871 0.7256 3.8107
H -2.7410 0.9745 -1.2572
N 1.9760 1.1031 0.3107
C 2.8215 0.9570 4.3978
C -1.3551 5.5966 -0.1416
C 3.5077 0.8407 -3.0325
C 0.9047 -3.5623 0.7490
N 0.1770 -1.5164 -0.2628
H -0.1005 -5.3982 0.1099
H 3.6535 3.2213 -0.0063
C 0.9761 -2.1854 0.5698
N 0.0201 0.9185 2.0948
N -0.6480 5.0614 -1.1212
C 4.2123 2.0379 -3.1281
C -0.7670 -2.2263 -0.8933
C -3.3964 1.3160 2.4886
H 1.6517 -4.0029 1.3962
C -0.8776 -3.6102 -0.8209
C -3.8654 -4.4477 -2.9128
C -0.4496 3.7650 -1.0667
H 3.5313 0.1382 -3.8666
Cu -0.0242 0.7647 0.0108
H -5.0502 1.3283 -0.4321
C 2.3440 1.0244 1.5893
N -1.9964 6.1976 0.6712
H -5.6828 -4.0032 -3.5730
H -4.0992 -5.3677 -2.3600
H -3.4885 1.5835 3.5279
C 3.6041 2.5759 -0.8523
O -1.5653 -5.5791 -2.0309
C 2.8044 0.5413 -1.8746
H 4.7678 2.2515 -4.0435
N -1.0069 1.1204 2.8257
C 1.2677 0.9685 2.5961
C 2.8104 1.4028 -0.7573
C 3.8754 0.8860 3.4537
C -4.4693 1.3258 1.6517
C 1.4996 1.0075 3.9697
H 3.0496 0.9938 5.4577
C -1.7813 -4.4033 -1.7107
H 4.7555 3.8648 -2.1510
H 2.2289 -0.3711 -1.8187
H -3.1315 -2.8220 -1.8771
C 3.6639 1.0433 2.0909
C -2.9368 1.0789 -0.1851
C -2.0889 1.1316 1.9571
N -0.3029 2.5816 -1.1591
H -5.4729 1.4022 2.0369
C -4.2230 1.2758 0.2740
H 1.7133 -1.5969 1.1220
N -2.8833 -3.7544 -2.1620
N -1.8737 0.9797 0.6233
*
```

# 4
C51H69AsBaBrN8O3S | wB97M-V/def2-TZVPD

Properties
Frontier orbital gap ... 0.277 Ha

Geometry as ORCA input:
```
! wB97M-V def2-TZVPD RIJCOSX def2/J DEFGRID3
* xyz 1 1
H 3.6706 -2.9760 4.1094
H 5.0995 -2.2975 1.9548
C -3.5795 4.5973 3.3219
C -4.7705 -3.1809 -2.8348
N 1.8173 0.9452 1.3273
H 4.0886 -1.2637 4.0243
H 4.9300 3.6908 1.7146
C 1.5773 1.5894 -6.3190
H 2.5694 4.1128 1.1958
C 2.8777 4.0920 2.2410
H 0.4790 -2.4892 -4.8504
C -3.4321 -5.7454 3.0944
H 4.2069 -4.4108 -0.1975
C -3.6899 3.0838 3.5231
H -2.5319 -4.2270 5.1662
H 2.8716 -1.8260 5.1715
H 4.4316 0.3718 0.5816
H -3.5831 -1.5526 2.9449
H 2.7929 1.9726 -8.0444
H -0.9081 -0.8810 -2.9079
C -5.1434 2.6540 3.2685
H -5.5977 -3.8518 -2.6443
C 1.7775 -1.8972 -3.3596
C -3.5293 -3.4283 -2.2705
H -4.2093 5.1050 4.0521
As 2.6618 -2.1295 1.2403
C -3.2938 2.7610 4.9720
N 0.0963 3.4872 -3.6270
Br 3.0433 -0.5599 -2.7404
N -0.6730 -1.8047 1.3082
C -1.4926 -3.9705 1.9259
H -4.0025 -0.3115 -4.4797
C 4.3689 4.3703 2.3703
H 4.5684 0.1539 2.3297
C -2.7971 2.3205 2.5582
C -1.4047 3.6182 -5.4961
H -3.5242 -6.0212 2.0420
H -3.8698 3.3854 5.6557
H 0.3498 5.6215 -6.2137
H -5.1081 -3.9721 1.7120
H -2.4557 -6.0652 3.4613
C -1.7495 -1.2564 1.8867
C 2.8639 -0.0877 -7.4520
H -3.6504 -2.8683 5.0031
H 1.3277 -2.4202 3.3360
H 2.3069 4.8333 2.8049
H -3.3884 -4.2957 -1.6318
C 2.1857 1.7987 2.0235
C -5.0476 -3.8757 2.7974
H -4.2725 -4.4853 5.3555
C 1.1266 0.6475 -5.4040
H -0.8121 2.5745 -0.1757
N 1.9575 4.8863 -3.4107
H 3.6736 -4.2080 2.2706
C -1.1047 -2.8678 -1.8708
N -0.3573 -3.8305 -2.7784
C 2.1673 -1.7546 3.1230
C -3.8833 -1.1963 -3.8669
O 4.7971 4.2136 3.7114
C 2.6366 6.6082 -4.9931
C 4.5866 -1.7027 1.1966
H -5.7804 -4.5503 3.2413
H 3.6214 6.1892 -5.2076
H -5.8106 3.1731 3.9586
H 1.9749 -4.4780 1.9140
C 1.8112 -3.1197 -2.5483
C 2.4444 1.2292 -7.3389
H -5.3294 -2.8577 3.0677
H 2.9742 1.4827 4.4253
C 3.2649 -1.9656 4.1627
H -3.9149 4.8949 2.3274
N 2.5897 2.7639 2.8029
H 4.9462 -2.0335 0.2202
C -2.6392 -1.4444 -3.2948
N -1.2108 0.8155 0.7992
N 0.9504 -4.0469 -2.3847
H -0.8300 -4.7225 -2.7206
H -2.2804 3.7310 -4.8564
H 2.7971 -3.3453 -2.1452
C -3.6422 -4.2430 3.2971
C -2.4525 -2.5833 -2.5023
C 1.1656 3.8679 -2.9118
H -4.1914 -6.2928 3.6525
C -0.5800 -3.1291 1.3128
C 1.1893 -1.7286 -4.5379
H 2.7602 5.1336 -2.8510
H -2.1680 3.9774 1.3141
H 1.7800 -0.7377 3.1738
H -5.4423 2.9013 2.2486
C -2.1178 2.9145 1.5004
H 5.1637 2.1877 3.5439
C -3.5160 -3.9314 4.7977
H 2.7497 7.3485 -4.1998
C -2.7168 -2.0303 2.5118
H -3.1498 0.4257 3.5005
C 4.6001 2.8923 4.1704
C 2.4168 -1.0337 -6.5448
C 3.1189 2.5257 4.1455
H -2.2339 2.9659 5.1343
H -1.3110 2.5535 -5.7146
O -0.3396 -1.7873 -1.5839
H -5.9024 -1.8669 -4.0927
H 2.7520 -2.0611 -6.6186
C -0.1917 4.0881 -4.7639
C 0.6012 5.1382 -5.2821
H -1.3083 -3.4370 -0.9442
H 3.5451 -0.3767 -8.2418
H 0.2832 -3.5374 0.7965
C 3.3000 -4.8321 0.2412
H -1.5514 4.1714 -6.4207
S 1.5769 3.1922 -1.4412
H 2.2684 7.1037 -5.8868
Ba 0.6981 -0.4994 -0.3224
C 2.9048 -4.0751 1.5072
H 3.4994 -5.8789 0.4731
H 2.5763 3.1625 4.8481
H -3.4874 1.7206 5.2342
H -1.3344 -5.0382 1.8805
H 0.4541 0.9319 -4.6023
C -4.9388 -2.0621 -3.6400
C -1.8736 0.2188 1.7977
H -2.5519 4.9378 3.4650
C 1.7001 5.5272 -4.5723
H 5.9895 -0.0606 1.2982
C 1.5512 -0.6719 -5.5121
C -2.5997 -3.4195 2.5599
O -1.6239 -0.5711 -3.5101
C -2.6558 0.9400 2.6888
C -1.3462 2.1291 0.6592
C 4.9120 -0.2194 1.3627
H -5.2756 1.5804 3.4094
H 1.2578 2.6205 -6.2368
H 2.5033 -4.8012 -0.5026
H 4.5844 5.4002 2.0912
H 4.9760 2.8498 5.1912
*
```

# 5
C9H19Cl2N2PtSeSi | wB97M-V/def2-TZVPD

Properties
Frontier orbital gap (alpha / beta) ... 0.226 / 0.226 Ha

Geometry as ORCA input:
```
! wB97M-V def2-TZVPD RIJCOSX def2/J DEFGRID3
* xyz 1 1
C -4.8258 -1.9677 -0.5314
Cl 0.2813 2.3577 0.0763
H -5.2498 2.0234 -0.9819
H -4.9629 0.8225 -2.2473
H -4.3452 -2.6141 0.2063
Se -2.4369 0.3826 0.1122
C 2.0735 2.4303 0.0750
H -2.1434 -2.1469 0.1731
H -5.8679 -2.2861 -0.6207
H -2.7842 -4.8634 1.0558
H 2.3899 2.9414 0.9761
H -1.8590 -5.9852 0.0570
Si -4.7307 -0.1799 -0.0156
H -5.1043 1.1552 2.0279
N -0.1146 -2.0145 0.0027
H 2.3894 2.9400 -0.8269
C 0.2547 -4.2071 -0.0757
C -2.2395 -4.9691 0.1171
N -1.2888 -2.6797 0.0874
H -2.9404 -4.8170 -0.7041
H -6.5003 0.8341 -1.3729
C 0.8419 -2.9402 -0.0953
H 2.8762 -3.4977 -0.3103
Cl 2.7121 0.7803 0.0751
H -4.3476 -2.1195 -1.5003
C -5.2834 0.1233 1.7250
H 2.4687 -1.9622 -1.0791
C -5.4222 0.9866 -1.2725
H 2.6279 -2.0637 0.6851
C 2.2858 -2.5912 -0.2067
H -6.3578 -0.0715 1.7992
H 0.7633 -5.1532 -0.1383
C -1.1077 -4.0054 0.0426
H -4.7670 -0.5346 2.4232
Pt -0.0212 -0.0170 0.0487
*
```

# 6
C6H11N3S2 | wB97M-V/def2-TZVPD

Properties
Frontier orbital gap ... 0.326 Ha
SMILES ... CC(C)CSc1nnc(N)s1

Geometry as ORCA input:
```
! wB97M-V def2-TZVPD RIJCOSX def2/J DEFGRID3
* xyz 0 1
C 1.2284 1.0055 0.6999
H 0.2702 -0.9728 -1.2966
C 1.2671 -1.0596 -0.9217
S -2.8814 1.3047 -0.6514
H 1.8547 -1.5934 -1.6726
C 1.9995 0.1790 -0.4095
H 0.7444 0.3650 1.4827
H 3.4508 -0.6788 1.1393
S -0.0439 2.1218 0.0275
C -1.4487 1.0657 0.2622
H 2.0141 0.9461 -1.2517
H -5.0127 -1.2208 0.3773
N -1.5311 0.0143 1.0563
H 1.9060 1.7523 1.1703
N -2.7222 -0.6195 0.9775
C 3.4285 -0.1867 0.0973
H 4.1379 0.7048 0.1613
N -4.7367 -0.5226 -0.2730
H -5.4701 0.1818 -0.4369
H 3.8583 -0.9914 -0.5610
H 1.1674 -1.7369 -0.1037
C -3.4805 -0.0586 0.1266
*
```

# 7
C4H20N8O6Zn | wB97M-V/def2-TZVPD

Properties
Frontier orbital gap ... 0.395 Ha

Geometry as ORCA input:
```
! wB97M-V def2-TZVPD RIJCOSX def2/J DEFGRID3
* xyz 2 1
H -1.7375 0.7744 -2.4625
O -1.4471 -0.3029 0.0692
H -0.6406 3.1269 1.1455
C -2.4804 -0.6325 0.6721
O 0.7226 1.5275 -0.2282
C -0.1963 -0.2063 -3.3046
H 1.7215 1.0404 3.4262
O 2.6469 -0.8060 -0.4958
H 0.9909 -3.0480 -0.9133
H -3.2271 -1.5815 -0.9046
H -2.0407 0.2364 2.4804
N 1.5197 3.3922 -1.2276
N -0.0222 3.5506 0.4803
H 1.6141 4.3929 -1.2021
N -1.3849 0.4437 -3.3458
H 0.2212 4.5210 0.5844
C 1.0740 -0.8396 3.0345
H 0.5851 -2.8040 3.0327
H -0.1822 -0.5432 -5.3445
O 0.8827 -0.6665 1.8224
H 3.3388 -1.2806 -0.0229
N -2.6934 -0.3334 1.9769
N 0.9498 -2.0678 3.6064
C 0.7542 2.7626 -0.3018
H 1.6995 -0.0230 4.7995
O 0.3701 -0.4416 -2.2278
H -3.5976 -0.5469 2.3631
Zn 0.5748 -0.5492 -0.2129
H 1.1880 -1.1198 -4.4390
H -0.0197 -3.2808 0.2223
H -1.6824 0.9408 -4.1687
H 0.9286 -2.1745 4.6062
O 0.3685 -2.5961 -0.3311
N -3.4848 -1.2707 0.0155
H -4.3160 -1.6047 0.4707
N 0.3339 -0.5943 -4.4839
H 3.0690 -0.4110 -1.2664
N 1.4415 0.1727 3.8473
H 2.1573 2.8430 -1.7723
*
```

# 8
C4H8N2O | wB97M-V/def2-TZVPD

Properties
Frontier orbital gap ... 0.355 Ha
SMILES ... NC(=O)CN1CC1

Geometry as ORCA input:
```
! wB97M-V def2-TZVPD RIJCOSX def2/J DEFGRID3
* xyz 0 1
H -0.9177 1.7621 -0.2561
H 0.8771 1.2811 -0.7760
H 0.4042 -1.9407 0.7428
O 2.6127 -1.3183 -0.3326
H -1.7376 1.4622 1.3283
C 1.6585 -0.5656 -0.2616
H 0.9390 -0.5875 1.7204
C -1.8322 -0.2624 -0.2508
N -0.7599 -0.2705 0.6710
C -1.3158 1.0059 0.4284
H -2.7734 -0.6952 0.0893
H 2.3794 0.8517 -1.5165
N 1.5561 0.5729 -1.0035
C 0.5382 -0.8570 0.7350
H -1.6286 -0.4388 -1.3180
*
```

These records have energy values of -703.73326 -1137.01925 -3287.17641 -7881.84203 -4194.25497 -1195.83462 -2833.00629 -341.91773 Eh, in the order they appear.
These records have largest force on an atom values of 0.0976 0.0882 0.0690 0.0942 0.0308 0.0524 0.0218 0.0131 hartree/bohr, in the order they appear.
These records have energy relative to the best compared isomer or geometry (same formula, charge and spin) values of 59.50 70.43 0.00 61.16 8.82 7.52 0.00 53.91 kcal per mole, in the order they appear.